Entry 1:
# C18H19N3O7S

C18H19N3O7S in the gas phase in a non-equilibrium geometry (wB97M-V/def2-TZVPD, the Open Molecules 2025 dataset).

XYZ file:
```
48
Properties=species:S:1:pos:R:3
C -5.4669 1.0825 -0.2296
H 5.4439 1.1764 1.6645
H 1.8222 -0.4264 -1.5015
H 1.7244 3.4151 1.2869
C 3.4872 -0.9086 -0.2732
H -1.7588 0.9757 -0.6266
O -3.9967 -2.0003 1.2290
C -0.3332 -1.1716 1.3174
O -4.8829 2.1552 -0.6705
O 0.5155 1.3805 -1.2743
C 2.5292 1.4834 -0.3285
C 3.4879 -2.4166 -0.3993
C -3.4360 2.3997 -0.3005
O 1.9402 3.2310 -1.4425
H -2.1867 -2.7119 -1.2493
S -3.0054 -1.0683 0.8412
N 2.3093 -3.0678 -0.5202
C 0.8552 -1.7443 1.1199
H 1.7604 -1.4369 1.3491
H 2.5407 -3.9983 -1.0364
N 1.4901 2.1605 -1.1317
C 4.5403 -0.3872 0.4976
C -4.8634 -0.0796 -0.9586
C 2.5717 3.9223 1.1577
H -5.3436 -1.1307 -0.6368
C 1.1895 -2.4432 -0.2787
H -0.4005 -0.6577 2.1295
H -2.9041 1.2249 -1.9739
O 4.6198 -3.1452 -0.7128
O 3.6254 2.8330 0.9543
H 2.7924 4.6163 1.8284
H -0.0021 -3.4124 -1.9542
C -1.3160 -2.3632 -0.7648
N -3.4138 -0.2835 -0.5729
C 3.4896 1.7110 0.5977
H 5.4247 -1.1763 1.0095
H 2.6094 4.5225 0.0806
O -2.7993 0.2772 1.8309
H -5.5574 1.0127 1.0819
H -5.1098 -0.1920 -1.9636
C -2.7766 1.0172 -0.7130
C -1.5240 -1.4585 0.5959
H -3.0298 3.1391 -0.8811
C 2.6275 -0.1166 -0.6912
C 4.4637 0.7889 1.1437
H -3.2789 2.0633 0.9129
H -6.5679 1.0237 -0.5566
C -0.0534 -2.8112 -0.8864
```

As for the SMILES: COc1ccc(C(=O)Nc2ccc(S(=O)(=O)N3CCOCC3)cc2)cc1[N+](=O)[O-]. Its HOMO energy is -8.31 eV. The value obtained for the energy relative to the best compared isomer or geometry (same formula, charge and spin) is 2124.65 kJ/mol. The calculation puts the frontier orbital gap at 6.879 eV. The calculation puts the largest force on an atom at 14.0 eV/Å. For the LUMO energy, the calculation gives -1.4 eV.

Partial atomic charges computed with the Mulliken method, in multiples of e: -0.10 0.31 0.28 0.46 -0.06 0.73 -0.66 -0.22 -0.37 -0.60 0.07 -0.21 -0.68 -0.60 0.55 1.02 0.00 -1.03 0.58 0.41 0.95 -0.16 -0.97 -0.91 0.35 0.41 0.94 0.30 -0.70 -0.42 0.35 0.09 -0.68 0.29 1.05 0.19 0.25 -0.77 0.19 0.43 -1.19 0.13 0.47 0.37 -0.88 0.31 0.34 -0.60

=====

Entry 2:
# C18H20As2F5INOSSn

A molecular structure, C18H20As2F5INOSSn (wB97M-V/def2-TZVPD, the Open Molecules 2025 dataset).

XYZ file:
```
50
Properties=species:S:1:pos:R:3
H 4.5315 -0.9886 0.1856
H 4.3190 0.5388 -0.6975
F -5.6838 2.1994 -0.1826
H 2.5664 -5.1337 1.7973
F -1.2565 4.9867 -1.6218
O -0.8090 -1.3015 -2.4109
C -1.0155 -1.2641 -3.6269
C 0.8020 -2.6542 3.2591
F -3.6709 6.2057 -1.6649
H 0.1826 -2.4747 4.1305
C 2.1385 -4.1574 1.9599
H -1.9094 -3.0776 -3.7448
C 1.0327 -1.6218 2.3557
C -4.7321 4.2393 -0.9227
C 3.9580 -0.0604 0.1397
S -0.5904 2.2689 -0.8550
C -2.3418 4.3079 -1.2621
C -0.6476 -0.0631 -4.4419
F -3.3008 1.0084 -0.1005
C 1.8088 -1.8815 1.2171
C 2.3797 -1.5714 -1.7830
H 0.5587 -0.2878 5.1188
H -1.7472 -2.2619 -5.2635
F -5.9237 4.8266 -0.9469
C 1.8998 1.2111 2.8595
C -3.5805 4.9366 -1.2879
H 1.1134 -4.7116 3.7565
H 1.6825 2.0926 3.4670
C 1.3339 -3.9172 3.0595
H 2.9968 -3.3241 0.1891
C -4.6133 2.9101 -0.5319
I -2.3828 1.2324 -4.4215
As 2.0505 -0.5220 -0.1651
H 2.2821 1.5533 1.8978
C 2.3722 -3.1391 1.0538
H 3.2776 -2.1857 -1.7114
H -0.4590 1.1421 4.8439
H 2.6533 0.6053 3.3691
H -1.1648 -0.4723 4.6782
Sn -0.8499 -0.1059 -0.1840
C -0.2603 0.1168 4.5186
H 1.5223 -2.1997 -2.0176
C -2.1983 2.9733 -0.8653
H 4.1120 0.4931 1.0633
As 0.2493 0.1624 2.6148
H -0.4271 -0.2931 -5.4807
N -1.5852 -2.2775 -4.2701
H 0.1612 0.4908 -3.9696
C -3.3648 2.3095 -0.5044
H 2.5300 -0.8633 -2.6004
```

Its HOMO energy is -10.96 eV. As for the total charge: +1. The calculation puts the frontier orbital gap at 7.725 eV. The calculation puts the largest force on an atom at 0.9 eV/Å. For the LUMO energy, the calculation gives -3.2 eV.

Partial atomic charges computed with the Mulliken method, in multiples of e: 0.38 0.43 -0.29 0.41 -0.32 -0.52 0.52 -0.37 -0.27 0.39 -0.86 0.26 0.10 0.54 -1.17 -0.36 0.03 -0.91 -0.27 0.41 -1.36 0.41 0.20 -0.27 -1.10 0.25 0.41 0.52 -0.68 0.30 -0.14 0.13 0.60 0.22 -0.48 0.50 0.41 0.38 0.40 0.49 -1.33 0.39 0.41 0.39 0.60 0.50 -0.33 0.24 0.41 0.39

=====

Entry 3:
# C18H20BrN3O3

C18H20BrN3O3 in the gas phase in a non-equilibrium geometry (wB97M-V/def2-TZVPD, the Open Molecules 2025 dataset).

XYZ file:
```
45
Properties=species:S:1:pos:R:3
C 1.2072 0.4526 0.5385
C 1.9586 1.4085 1.2334
H -2.1886 0.4069 -1.6068
C -3.6795 3.4143 -1.9732
C -3.9113 3.7099 -0.6405
H -0.6390 -0.3697 0.1181
C -1.0280 1.0940 1.4040
H -4.0911 -3.0519 -0.9017
H -3.0725 0.8402 2.0016
H -5.4359 -3.8510 -0.0895
O 5.9313 -0.2105 -0.5982
H -4.9466 -2.2470 0.4264
H -1.6352 -3.6851 1.8518
C -2.6730 1.3319 -1.3314
H 1.4368 2.1016 1.8727
H -3.9778 4.1105 -2.7426
H -1.4852 -1.4316 2.3025
O -0.7371 1.9746 2.1749
C -2.2735 -3.1045 1.1839
C -2.3873 -1.6795 1.7334
C 3.9805 0.5537 0.2750
H 3.9091 2.1957 1.6393
H -3.2393 -1.6100 2.4288
H -1.7814 -3.0614 0.2102
C 3.2628 -0.4074 -0.4298
N -0.1562 0.3719 0.6371
C -3.6091 -3.8386 1.0536
N -2.4851 -0.7139 0.6478
H -4.3900 4.6381 -0.3667
Br 0.9204 -1.7675 -1.2642
O 6.0057 1.4519 0.7635
C -2.4699 0.6675 1.0945
H 3.7883 -1.1014 -1.0688
N 5.4094 0.6019 0.1367
C -3.5312 2.8171 0.3453
H -3.3193 -0.8957 0.1003
H -3.7058 3.0511 1.3849
C -3.0606 2.2243 -2.3155
H -4.0855 -3.8943 2.0353
C -4.5757 -3.2024 0.0609
H -2.8730 1.9897 -3.3527
C 3.3281 1.4603 1.1049
C -2.9159 1.6191 0.0064
H -3.4000 -4.8611 0.7323
C 1.8951 -0.4492 -0.2932
```

As for the SMILES: CCCCN[C@@H](C(=O)Nc1ccc([N+](=O)[O-])cc1Br)c1ccccc1. Its HOMO energy is -9.07 eV. The value obtained for the energy relative to the best compared isomer or geometry (same formula, charge and spin) is 239.19 kJ/mol. The calculation puts the frontier orbital gap at 8.570 eV. The calculation puts the largest force on an atom at 1.3 eV/Å. For the LUMO energy, the calculation gives -0.5 eV.

Partial atomic charges computed with the Mulliken method, in multiples of e: 0.68 -0.48 0.34 -0.38 -0.66 -0.15 0.21 0.29 0.57 0.38 -0.63 0.31 0.30 -0.09 0.56 0.39 0.37 -0.69 -0.66 -0.73 -0.32 0.47 0.43 0.23 -0.25 0.17 -0.44 -0.21 0.39 -0.22 -0.62 0.33 0.53 1.01 -0.43 0.13 0.40 -0.82 0.29 -1.15 0.39 -0.54 0.03 0.37 -0.12

=====

Entry 4:
# C18H20FNOS

C18H20FNOS in the gas phase (wB97M-V/def2-TZVPD, the Open Molecules 2025 dataset).

XYZ file:
```
42
Properties=species:S:1:pos:R:3
H 0.8959 -4.1533 -4.4065
H 0.1706 0.0304 -0.9050
C -2.5443 1.8906 -0.1721
H 0.2473 4.0800 2.6220
H -0.2742 -2.0049 2.9293
H -0.7178 0.5825 3.5978
C 2.4697 -3.5779 -3.0820
H 3.1839 -4.2986 -3.4473
H -0.8817 -0.2162 -2.3249
H -1.0896 3.1701 3.3447
C -0.3101 -0.7094 -1.5405
C -0.6208 -1.4070 2.0805
H -2.2450 2.0907 -2.2808
H 0.4349 -2.3659 0.4491
C 0.6993 2.0129 2.9941
O 1.1467 -0.0424 1.1522
S -1.5868 -1.5614 -0.5353
C -0.1568 3.2599 0.1028
C 1.9438 -1.7734 -1.5554
H -2.5972 1.8578 1.9625
H -0.7021 -2.4957 -3.5251
C -0.5833 -2.2599 0.8199
C 0.2787 -0.1808 1.9882
H -1.6472 -1.0927 2.2797
C -2.0449 2.1725 1.0871
H 0.7793 3.7895 0.2081
C -1.8520 2.3019 -1.2971
C -0.8511 2.8651 1.2389
C 0.2972 -2.5550 -3.1202
H -3.4701 1.3449 -0.2750
F 4.0635 -2.7982 -1.5359
C 1.1919 -3.4881 -3.6095
C -0.2851 3.1280 2.6064
H -0.1065 3.2995 -2.0329
N 0.0603 0.7186 2.9720
H 1.1087 2.2001 3.9919
H 2.2499 -1.1150 -0.7565
C 2.8205 -2.7152 -2.0608
H 1.5166 1.9664 2.2714
H -1.0034 -3.2457 1.0174
C 0.6660 -1.6886 -2.0957
C -0.6549 2.9838 -1.1573
```

As for the SMILES: O=C(CCSCc1cccc(F)c1)NCCc1ccccc1. Its HOMO energy is -8.24 eV. The value obtained for the energy relative to the best compared isomer or geometry (same formula, charge and spin) is 0.00 kJ/mol. The calculation puts the frontier orbital gap at 8.865 eV. The calculation puts the largest force on an atom at 0.7 eV/Å. For the LUMO energy, the calculation gives 0.6 eV.

Partial atomic charges computed with the Mulliken method, in multiples of e: 0.37 -0.01 -0.60 0.42 0.38 0.29 -0.61 0.45 0.53 0.37 -0.23 -0.66 0.50 0.14 -0.73 -0.60 -0.13 -0.29 -0.46 0.38 0.41 -0.64 0.49 0.39 -0.20 0.38 -0.49 0.62 -0.75 0.38 -0.33 -0.52 -1.25 0.38 -0.16 0.38 0.52 0.41 0.33 0.49 0.24 -0.62